[1]
2 unconnected molecules or ions with the total composition C58H77N5O2S, computed with ωB97M-V/def2-TZVPD.

XYZ file:
```
143
Properties=species:S:1:pos:R:3:forces:R:3:lowdin_charge:R:1
C 5.3575 -1.1737 1.1081 -0.08 0.11 -0.09 -0.06
C 4.9398 -1.8426 2.4216 -0.01 -0.03 0.04 -0.39
C 5.1707 -3.3538 2.3626 0.03 0.03 0.11 -0.08
C 3.5089 -1.4847 2.7841 0.04 0.03 -0.11 -0.18
C 2.4269 -2.2000 2.2654 0.15 0.13 0.00 0.03
C 1.1169 -1.8602 2.5719 -0.26 0.72 0.32 -0.09
C -0.0494 -2.5353 1.8632 -0.38 -0.40 0.64 -0.37
C 0.3270 -3.8079 1.1148 0.13 -0.01 0.06 -0.07
C -0.7709 -1.5676 0.9431 0.17 0.57 -0.31 -0.04
C 0.8635 -0.7823 3.4847 1.36 -0.19 -0.51 -0.05
C -0.5057 -0.4725 3.8978 -0.48 -2.07 0.90 -0.11
N -1.3667 -1.3453 4.5608 -1.44 2.60 -0.46 0.03
C -1.1721 -2.7257 4.9696 -0.27 -0.27 0.41 -0.08
C -2.0714 -3.6881 4.4880 -0.35 0.03 -0.32 -0.13
C -3.2792 -3.3035 3.6236 0.42 0.38 -0.16 -0.40
C -4.5483 -3.3304 4.4641 0.00 -0.03 0.27 -0.06
C -3.4203 -4.1229 2.3524 0.09 -0.26 -0.14 -0.05
C -1.8882 -5.0272 4.8560 0.21 0.24 0.14 -0.02
C -0.8587 -5.3842 5.7274 -0.12 0.05 -0.21 -0.05
C -0.0082 -4.4091 6.2505 -0.20 0.13 -0.16 -0.02
C -0.1606 -3.0656 5.8916 -0.07 0.42 0.28 -0.09
C 0.6536 -1.9643 6.5711 0.54 0.16 -0.34 -0.36
C 1.7654 -2.4705 7.4866 -0.04 -0.16 -0.09 -0.08
C -0.2377 -0.9951 7.3372 -0.51 0.01 0.11 -0.05
N -2.5747 -0.7423 4.8203 1.67 -1.08 -0.08 0.14
N -2.4490 0.5253 4.3375 0.67 -1.15 -0.15 0.00
C -3.5588 1.4661 4.3713 -0.07 -0.38 -0.03 -0.08
C -4.4283 1.5185 3.2706 0.25 -0.20 -0.36 -0.11
C -4.2595 0.5491 2.0976 -0.03 -0.19 0.35 -0.37
C -3.3232 1.1166 1.0452 0.40 0.27 -0.18 -0.06
C -5.5853 0.1423 1.4572 -0.12 -0.04 0.15 -0.08
C -5.4272 2.4923 3.2489 0.03 0.03 0.15 -0.03
C -5.5932 3.3611 4.3253 0.07 -0.07 -0.08 -0.06
C -4.7643 3.2517 5.4386 -0.12 0.03 -0.11 -0.03
C -3.7485 2.3010 5.4812 0.59 -0.17 0.38 -0.12
C -2.8883 2.1985 6.7477 -0.16 0.36 0.01 -0.35
C -1.4075 2.4406 6.4715 0.23 -0.10 -0.24 -0.06
C -3.1406 0.8849 7.4881 -0.33 -0.21 -0.08 -0.06
C -1.2133 0.7050 3.6857 -0.79 2.89 -0.10 -0.30
C -0.8411 1.9004 3.1030 -0.16 -1.08 0.29 0.00
C 1.9688 0.0046 3.9461 -0.56 -0.32 -0.24 -0.12
C 1.8277 1.2518 4.8203 -0.36 -0.18 0.04 -0.37
C 2.3242 2.5071 4.1000 0.00 -0.02 -0.18 -0.06
C 2.5669 1.1218 6.1496 0.05 -0.19 0.16 -0.05
C 3.2597 -0.3769 3.5845 -0.10 -0.06 -0.05 0.01
H 5.2484 -0.0866 1.1804 -0.01 -0.11 -0.04 0.08
H 6.4040 -1.3921 0.8719 -0.11 -0.02 0.02 0.08
H 4.7329 -1.5203 0.2748 0.10 0.04 0.14 0.09
H 5.5761 -1.4313 3.2149 -0.04 -0.06 -0.03 0.13
H 4.8089 -3.8343 3.2767 0.01 -0.01 -0.12 0.08
H 4.6553 -3.8011 1.5065 0.09 0.02 0.11 0.07
H 6.2388 -3.5696 2.2680 -0.10 0.00 -0.06 0.08
H 2.6178 -3.0216 1.5751 -0.06 0.23 0.22 0.10
H -0.7669 -2.8134 2.6476 0.25 -0.11 -0.31 0.10
H 0.8479 -4.5082 1.7782 -0.02 0.03 -0.19 0.09
H -0.5731 -4.3061 0.7357 0.18 0.12 0.02 0.07
H 0.9692 -3.5627 0.2581 -0.11 -0.19 0.12 0.09
H -1.1186 -0.6943 1.5065 0.00 -0.10 -0.23 0.06
H -0.0858 -1.2060 0.1628 -0.37 -0.17 0.27 0.06
H -1.6420 -2.0326 0.4599 0.18 -0.01 0.12 0.09
H -3.1414 -2.2688 3.2992 0.04 -0.19 0.05 0.09
H -4.4216 -2.6649 5.3245 -0.14 -0.15 -0.08 0.07
H -5.4124 -2.9868 3.8829 0.13 -0.10 0.07 0.08
H -4.7348 -4.3511 4.8230 -0.10 0.19 -0.02 0.08
H -2.5131 -4.0493 1.7414 -0.18 -0.11 0.10 0.06
H -3.6102 -5.1792 2.5795 -0.03 0.13 -0.19 0.08
H -4.2568 -3.7298 1.7582 0.14 -0.18 0.14 0.09
H -2.5722 -5.7778 4.4475 0.30 0.23 0.26 0.12
H -0.7305 -6.4292 6.0120 -0.01 0.27 -0.06 0.11
H 0.7685 -4.6847 6.9683 -0.33 0.07 -0.31 0.11
H 1.1411 -1.3961 5.7676 -0.09 -0.17 0.19 0.11
H 2.4477 -3.1370 6.9475 -0.05 0.05 0.17 0.09
H 2.3525 -1.6248 7.8691 -0.18 -0.21 -0.07 0.07
H 1.3320 -3.0028 8.3425 0.20 0.04 -0.06 0.08
H -0.9881 -0.5624 6.6769 0.10 0.02 0.25 0.04
H -0.7807 -1.5327 8.1296 0.16 0.20 -0.06 0.10
H 0.3245 -0.1591 7.7790 -0.03 -0.35 -0.07 0.08
H -3.8003 -0.3603 2.5151 -0.10 0.18 -0.14 0.11
H -2.3445 1.3385 1.4816 -0.18 -0.05 -0.21 0.04
H -3.1747 0.4133 0.2157 -0.13 0.12 0.12 0.08
H -3.7182 2.0640 0.6548 -0.04 -0.18 -0.05 0.09
H -6.3158 -0.1472 2.2193 -0.01 0.03 -0.13 0.08
H -6.0007 0.9655 0.8625 0.01 -0.20 0.07 0.07
H -5.4282 -0.7156 0.7922 -0.02 0.21 0.06 0.08
H -6.0700 2.5615 2.3695 0.11 0.02 0.35 0.11
H -6.3744 4.1197 4.2996 0.17 -0.16 0.00 0.11
H -4.8859 3.9174 6.2970 -0.05 -0.21 -0.29 0.11
H -3.2275 3.0118 7.4032 -0.01 -0.08 -0.11 0.12
H -1.2639 3.3548 5.8822 0.04 -0.16 0.16 0.09
H -0.8168 2.5091 7.3949 -0.26 0.03 -0.09 0.09
H -1.0025 1.6120 5.8861 0.04 0.26 0.19 0.04
H -4.1766 0.8561 7.8423 0.11 0.00 0.07 0.08
H -3.0206 0.0270 6.8172 0.05 0.20 0.32 0.05
H -2.4702 0.7668 8.3473 -0.10 0.08 -0.14 0.08
H -1.5256 2.7383 3.1584 0.23 -0.01 -0.26 0.06
H 0.0678 1.8973 2.5175 -0.18 0.28 0.06 0.05
H 0.7664 1.4005 5.0350 0.19 -0.05 -0.07 0.09
H 1.8252 2.6222 3.1357 0.17 0.06 0.12 0.06
H 2.1039 3.3978 4.7017 0.09 -0.16 -0.09 0.09
H 3.4072 2.4487 3.9335 -0.14 0.08 0.03 0.08
H 2.2445 0.2319 6.7008 0.14 0.19 -0.08 0.04
H 3.6492 1.0489 5.9826 -0.16 0.04 0.14 0.08
H 2.3649 2.0008 6.7748 0.10 -0.14 -0.10 0.09
H 4.0993 0.2181 3.9538 -0.16 -0.21 -0.12 0.12
C -2.5003 -1.7714 -7.1245 -0.23 -0.07 -0.24 -0.06
C -1.5789 -1.2752 -6.0558 0.21 0.06 0.18 -0.27
C -0.2098 -1.5457 -6.1520 0.02 0.12 0.24 -0.03
C 0.6619 -1.1323 -5.1498 -0.17 0.19 0.10 -0.05
C 0.1487 -0.4301 -4.0561 0.01 -0.19 -0.10 -0.29
S 1.2495 0.0385 -2.7452 -0.30 0.57 0.05 0.66
N 1.3723 1.7086 -3.0557 0.49 -0.27 0.39 -0.02
C 2.2063 2.3644 -2.3291 -0.26 -1.14 -0.25 -0.14
C 2.4391 3.7775 -2.5135 0.03 1.01 -0.16 -0.21
C 3.3499 4.4316 -1.6611 -0.40 -0.62 -0.29 -0.03
C 3.5927 5.7802 -1.8019 -0.36 0.66 -0.63 0.00
C 2.9184 6.5116 -2.8102 -0.22 -0.94 0.07 -0.25
N 3.1460 7.8875 -2.9264 0.43 0.85 0.24 -0.26
C 4.1282 8.4338 -3.8368 -0.16 -0.28 0.01 -0.08
C 2.2433 8.8587 -2.3479 -0.06 -0.33 -0.10 -0.08
C 2.0100 5.8499 -3.6744 0.45 0.13 0.48 0.01
C 1.7715 4.4910 -3.5280 0.22 0.01 0.30 -0.01
O 0.5495 -0.1093 -1.4907 0.37 0.10 -0.54 -0.31
O 2.5191 -0.6131 -2.9473 -0.29 0.27 0.07 -0.30
C -1.2128 -0.1367 -3.9469 0.23 -0.07 -0.11 -0.05
C -2.0722 -0.5590 -4.9572 0.21 -0.06 -0.01 -0.03
H -3.5293 -1.4836 -6.9100 0.00 -0.04 -0.08 0.07
H -2.2281 -1.3707 -8.1050 -0.02 0.03 0.09 0.08
H -2.4602 -2.8616 -7.2113 -0.01 0.10 0.08 0.09
H 0.1762 -2.0905 -7.0165 -0.13 0.13 0.26 0.12
H 1.7285 -1.3405 -5.2037 -0.24 0.03 0.05 0.11
H 2.8151 1.8828 -1.5508 -0.16 -0.03 -0.11 0.13
H 3.8487 3.8458 -0.8906 -0.05 0.14 -0.09 0.12
H 4.2876 6.3107 -1.1488 -0.22 -0.15 -0.20 0.12
H 4.7864 7.6301 -4.1873 -0.09 0.27 0.04 0.09
H 3.6462 8.9113 -4.7061 0.16 -0.07 0.00 0.08
H 4.7286 9.2010 -3.3248 -0.01 -0.15 -0.14 0.08
H 1.5818 8.3545 -1.6335 0.11 0.24 -0.13 0.09
H 2.8175 9.6392 -1.8262 -0.17 -0.12 -0.02 0.08
H 1.6319 9.3503 -3.1225 -0.05 0.00 0.16 0.08
H 1.5070 6.4312 -4.4490 0.13 -0.16 0.22 0.12
H 1.0753 3.9610 -4.1788 0.20 0.14 0.19 0.12
H -1.5825 0.4097 -3.0804 0.08 -0.15 -0.18 0.12
H -3.1407 -0.3409 -4.8908 0.33 -0.08 -0.01 0.12
```
Forces are in eV/Å.

The HOMO energy is -5.8609 eV. Its spin multiplicity is 1. The value obtained for the molar mass is 908.35 g/mol. Its orbital gap is 0.2062 Eh. The LUMO energy is -0.2 eV. The total energy is -83774.5804 eV. Its relative energy (zero: lowest compared OMol25 entry of this formula, charge and spin) is 0.0 kcal/mol.

***

[2]
4 unconnected molecules or ions with the total composition C5H14O3, computed with ωB97M-V/def2-TZVPD.

XYZ file:
```
22
Properties=species:S:1:pos:R:3:forces:R:3:nbo_charge:R:1
C -0.8134 -0.9833 1.5021 0.92 0.19 1.25 -0.60
C -1.4577 -1.3534 0.2112 -1.18 -3.57 -3.48 -0.51
C -0.7171 1.5748 -2.1071 -1.55 -2.39 0.37 -0.12
O 0.7579 2.1208 0.1799 -1.26 1.45 -0.61 -0.94
C -0.9514 0.3551 -1.4522 -0.87 0.47 -1.85 -0.32
C -1.8415 -0.0871 -0.4402 3.73 1.82 1.69 0.22
H -0.3522 -1.8767 2.0421 -0.76 1.25 -0.91 0.27
H -1.5173 -0.4252 2.1156 -0.14 -0.26 0.42 0.20
H -0.0392 -0.2803 1.2443 0.75 0.10 0.57 0.27
H -2.3802 -1.9790 0.4340 0.90 0.47 -0.35 0.25
H -0.6956 -1.9728 -0.5458 -2.09 1.56 2.35 0.28
H -1.1522 2.4012 -1.5926 -0.13 1.14 -0.42 0.23
H -0.2689 1.5804 -3.1390 -0.06 0.30 1.60 0.25
H 1.3602 1.4350 0.4727 1.40 -1.60 0.97 0.51
H -0.4466 -0.4693 -1.8537 0.86 -1.09 -0.83 0.23
H -2.2204 0.6776 0.2437 -1.13 -0.06 -0.56 0.22
H 1.7555 -0.9673 0.5641 0.87 0.74 0.58 0.52
H 2.7306 0.8927 1.7698 0.07 -0.44 -0.02 0.45
O 2.2651 0.1494 1.3696 -0.27 1.21 0.10 -1.26
H 2.0681 -2.3226 -0.0560 2.47 -2.03 -0.30 0.46
H 0.4261 1.7886 -0.6560 0.52 0.03 0.38 0.42
O 1.4044 -1.7101 0.0347 -3.03 0.72 -0.94 -1.03
```
Forces are in eV/Å.

The HOMO energy is -7.6367 eV. Its spin multiplicity is 1. The value obtained for the molar mass is 122.16 g/mol. Its orbital gap is 0.1377 Eh. The LUMO energy is -3.9 eV. The total energy is -11547.9005 eV. Its relative energy (zero: lowest compared OMol25 entry of this formula, charge and spin) is 143.5 kcal/mol.

***

[3]
2 unconnected molecules or ions with the total composition C7H16N2O2, computed with ωB97M-V/def2-TZVPD.

XYZ file:
```
27
Properties=species:S:1:pos:R:3:forces:R:3:nbo_charge:R:1
C 1.8431 1.8231 0.7516 -4.25 0.62 -1.34 -0.62
C 1.1168 0.6657 1.4401 -2.77 0.89 -1.43 -0.20
N -0.4244 0.9669 1.1932 4.70 -5.48 2.84 -0.45
C -0.7575 2.2813 1.3304 0.83 4.81 -1.45 -0.40
C -1.3323 -0.0832 1.1987 0.17 2.04 -0.63 0.68
C -1.0812 -1.5480 1.6376 1.37 2.25 1.58 -0.72
O -2.4214 0.2730 0.8060 -1.85 -0.97 0.03 -0.63
H 1.0191 2.5806 0.2372 2.96 -2.36 0.85 0.21
H 2.3546 1.3084 0.0319 1.72 -0.39 -2.33 0.22
H 2.4325 2.4844 1.2555 1.76 1.25 1.97 0.21
H 1.3308 -0.2618 0.9108 -0.10 0.09 -0.22 0.19
H 1.3520 0.4370 2.4501 -0.04 0.41 1.28 0.19
H -0.3784 2.7024 0.3312 -2.19 0.49 0.94 0.18
H -1.8105 2.4471 1.5215 -0.02 -0.01 -0.21 0.24
H -0.0931 3.0244 1.9814 -1.28 -2.27 -0.27 0.19
H -0.4784 -2.0757 0.8304 -0.91 0.22 1.70 0.24
H -0.6975 -1.4600 2.7558 0.31 -0.59 -2.49 0.23
H -2.0932 -1.8243 1.8573 -0.48 -1.00 -0.80 0.25
C 0.4514 -2.1259 -1.7657 2.71 -1.35 0.91 -0.73
C 0.2872 -0.9404 -2.6498 0.65 3.05 -0.62 0.66
N -0.8374 -1.0813 -3.3986 -0.88 2.85 -1.14 -0.82
O 0.9698 0.1147 -2.7293 -1.30 -2.85 0.88 -0.62
H 0.8318 -1.9881 -0.7406 -0.54 0.89 -0.33 0.24
H 1.2914 -2.7946 -2.0703 -0.55 0.45 -0.59 0.25
H -0.4195 -2.7381 -1.7229 -0.70 -0.29 0.06 0.22
H -1.2631 -0.1993 -3.8578 1.29 -2.42 0.85 0.42
H -1.1926 -1.9883 -3.5857 -0.61 -0.32 -0.06 0.39
```
Forces are in eV/Å.

The HOMO energy is -8.4916 eV. Its spin multiplicity is 1. The value obtained for the molar mass is 160.22 g/mol. Its orbital gap is 0.3385 Eh. The LUMO energy is 0.7 eV. The total energy is -14591.0179 eV. As for the SMILES: CCN(C)C(C)=O.CC(N)=O. Its relative energy (zero: lowest compared OMol25 entry of this formula, charge and spin) is 69.1 kcal/mol.

***

[4]
3 unconnected molecules or ions with the total composition C5H18N2O3, computed with ωB97M-V/def2-TZVPD.

XYZ file:
```
28
Properties=species:S:1:pos:R:3:forces:R:3:nbo_charge:R:1
C 0.7875 -1.2536 1.3366 -0.96 -1.03 -0.09 -0.64
C 1.1171 -1.1968 -0.1582 -1.21 0.08 -0.62 -0.07
C 0.7125 -2.5126 -0.8419 1.88 0.25 -0.97 -0.06
O 1.5268 -3.5681 -0.3870 -1.92 -1.04 1.31 -0.72
N 0.4266 -0.1092 -0.8746 2.40 -0.01 0.13 -0.65
C 0.9641 1.2131 -0.5517 -0.16 0.33 -0.26 -0.22
C 0.1213 2.3020 -1.2553 -0.02 0.22 -0.40 -0.22
N -1.1613 2.4868 -0.5220 0.97 1.10 0.06 -0.88
H 1.0993 -2.2271 1.7483 -0.01 0.33 -0.10 0.23
H -0.3194 -1.1692 1.5066 0.93 0.01 -0.24 0.20
H 1.2841 -0.4867 1.8926 0.29 0.57 0.37 0.20
H 2.1846 -1.0646 -0.2823 0.40 0.06 -0.14 0.18
H -0.2569 -2.7954 -0.5685 -1.70 -0.22 0.36 0.17
H 0.7769 -2.5065 -1.9591 -0.17 0.64 0.78 0.17
H 2.3808 -3.4594 -0.7096 2.29 0.32 -0.89 0.46
H -0.5334 -0.2219 -0.7016 -1.62 0.32 0.40 0.38
H 2.0108 1.2498 -0.9561 -0.79 0.00 0.45 0.19
H 0.9929 1.4486 0.5639 0.02 -0.19 -1.13 0.16
H 0.6714 3.2749 -1.2332 -0.43 -0.74 0.07 0.19
H -0.0420 2.0374 -2.3549 0.29 0.17 1.37 0.19
H -1.6446 3.3300 -0.8097 0.28 0.15 -0.04 0.37
H -1.8083 1.7704 -0.7211 -0.69 -1.29 -0.38 0.37
O -1.6176 1.3708 2.1115 0.80 -0.39 1.47 -0.97
H -0.7914 1.1936 2.6102 -0.87 -0.05 -0.31 0.48
H -1.3239 1.9932 1.4474 0.15 0.73 -1.00 0.50
O -2.5163 -0.2508 0.2011 -0.73 -2.03 -2.45 -0.98
H -2.6971 -1.1394 0.5372 -0.02 0.38 -0.08 0.47
H -2.3446 0.2906 0.9312 0.59 1.33 2.35 0.49
```
Forces are in eV/Å.

The HOMO energy is -8.7089 eV. Its spin multiplicity is 1. The value obtained for the molar mass is 154.21 g/mol. Its orbital gap is 0.3499 Eh. The LUMO energy is 0.8 eV. The total energy is -14599.3741 eV. As for the SMILES: C[C@@H](CO)NCCN.O.O. Its relative energy (zero: lowest compared OMol25 entry of this formula, charge and spin) is 12.5 kcal/mol.